1.
Here is a gas-phase ion, C3H9N2 (charge +1) in a non-equilibrium geometry from OMol25. Energies are from the ωB97M-V functional and the def2-TZVPD basis.

CARTESIAN COORDINATES (ANGSTROEM)
C1 0.2750 -1.0868 0.0485
C2 -0.9046 -0.2424 0.6457
C3 0.6436 0.3553 -1.8150
N1 1.0676 -0.0678 -0.5361
N2 -0.5420 0.5939 1.7949
H1 0.8770 -1.5897 0.9729
H2 -0.1999 -1.8249 -0.6194
H3 -1.6124 0.1585 0.0049
H4 0.0005 1.3556 -1.8256
H5 1.5775 0.5716 -2.3654
H6 0.1263 -0.4356 -2.4421
H7 -0.3567 -0.1063 2.5546
H8 -1.3141 1.1605 2.1731
H9 0.3622 1.1582 1.4090

HOMO level (alpha / beta)	-0.5113 / -0.5203	hartree
charge	+1
relative energy (zero: lowest compared OMol25 entry of this formula, charge and spin)	508.4	kJ/mol

Löwdin atomic charge list, values in e, 4 entries: number 1, C, carries -0.260; number 2, C, carries -0.013; number 3, C, carries -0.162; number 4, N, carries -0.025

***

2.
Here is a molecular structure, C5H11NO in a non-equilibrium geometry from OMol25. Energies are from the ωB97M-V functional and the def2-TZVPD basis.

CARTESIAN COORDINATES (ANGSTROEM)
C1 -1.7927 -0.4946 -0.6165
C2 -0.9668 -0.0827 0.6255
C3 0.2199 1.9805 -0.0035
C4 1.4594 -0.0780 -0.0585
C5 1.5266 -1.5711 0.1538
H1 -2.1483 0.4697 -1.0656
H2 -2.8842 -1.1553 -0.2015
H3 -1.3731 -1.2727 -1.3989
H4 -0.5449 -0.9656 1.3269
H5 -1.5577 0.8206 1.1804
H6 1.3611 2.3625 -0.4297
H7 -0.1277 2.3386 0.9794
H8 -0.3520 2.2570 -0.7670
H9 0.5676 -2.0912 -0.5166
H10 2.4408 -1.8671 -0.4119
H11 1.3391 -1.7848 1.3069
N1 0.3304 0.6209 0.2401
O1 2.5027 0.5135 -0.3431

HOMO level	-0.3343	hartree
relative energy (zero: lowest compared OMol25 entry of this formula, charge and spin)	347.3	kJ/mol

Löwdin atomic charge list, values in e, 4 entries: number 1, C, carries -0.137; number 2, C, carries -0.222; number 3, C, carries -0.088; number 4, C, carries -0.552

***

3.
Here is a molecular structure, C32H31As2N2O9P2Rh in a non-equilibrium geometry from OMol25. Energies are from the ωB97M-V functional and the def2-TZVPD basis.

CARTESIAN COORDINATES (ANGSTROEM)
Rh1 1.7161 -1.9310 1.1243
O1 0.2185 -0.9443 2.0694
N1 -0.7666 -1.6519 2.4568
N2 -0.7107 -2.9230 1.8899
O2 0.1541 -3.1811 0.9561
C1 -1.6279 -3.8918 2.3178
C2 -2.6928 -3.6199 3.1594
C3 -3.6374 -4.6206 3.5295
C4 -3.3803 -5.9487 3.1108
C5 -2.2492 -6.2242 2.3231
C6 -1.4884 -5.1905 1.8147
H1 -2.7895 -2.6166 3.5064
H2 -4.5577 -4.4175 4.0379
H3 -4.0373 -6.7419 3.4580
H4 -2.0115 -7.2603 2.1017
H5 -0.6857 -5.3610 1.0873
O3 4.9045 -1.5319 3.1430
P1 4.8410 -1.2212 1.4983
O4 5.9230 -0.4389 0.9079
O5 3.4252 -0.6587 1.2863
O6 4.9326 -2.7685 0.9430
P2 3.7131 -3.7511 0.3888
O7 2.8197 -4.0793 1.8204
O8 4.3612 -4.9423 -0.1549
O9 2.7102 -2.8963 -0.4441
H6 5.7124 -2.0708 3.3027
H7 3.3820 -3.8721 2.5724
C7 -2.9476 1.3562 2.4927
C8 -2.0806 1.7749 1.4258
As1 1.7565 -0.0540 -0.3698
C9 1.8624 1.8676 -0.0105
C10 2.1329 2.3855 1.2152
C11 2.5222 3.7613 1.3088
C12 2.5020 4.5853 0.2193
C13 1.9770 4.0876 -1.0050
C14 1.6893 2.7456 -1.1262
C15 3.2639 -0.0380 -1.5706
C16 3.2143 -0.9821 -2.5965
C17 4.2081 -0.9364 -3.5863
C18 5.2748 -0.0835 -3.5206
C19 5.2211 0.9370 -2.5651
C20 4.2326 0.9527 -1.6116
As2 -3.7607 0.9402 0.3727
C21 -4.4922 2.6387 -0.2106
C22 -4.7153 3.7412 0.6232
C23 -4.9699 5.0017 0.1314
C24 -5.1154 5.2022 -1.2433
C25 -5.0555 4.0700 -2.0523
C26 -4.7414 2.7832 -1.5612
C27 -2.6468 0.5657 -1.2368
C28 -2.4178 -0.7611 -1.5699
C29 -1.7782 -1.0944 -2.7940
C30 -1.3185 -0.1510 -3.6717
C31 -1.3440 1.1958 -3.2402
C32 -2.0383 1.5398 -2.1043
H8 -3.6157 1.9789 3.1151
H9 -2.8358 0.3125 2.8593
H10 -1.1491 1.2744 1.1913
H11 -2.1147 2.8676 1.2080
H12 2.1581 1.8065 2.0963
H13 2.9472 4.1268 2.2565
H14 2.7178 5.6231 0.2808
H15 2.0318 4.7212 -1.9258
H16 1.2609 2.3269 -2.0526
H17 2.4902 -1.7999 -2.5542
H18 4.2129 -1.6905 -4.3712
H19 6.1303 -0.1696 -4.1650
H20 6.1126 1.6131 -2.5564
H21 4.2746 1.7413 -0.8443
H22 -4.6609 3.6341 1.7238
H23 -5.1066 5.8059 0.8500
H24 -5.2399 6.1520 -1.7433
H25 -5.3528 4.0687 -3.0947
H26 -4.6166 1.9380 -2.2440
H27 -2.7617 -1.5723 -0.9332
H28 -1.6163 -2.1438 -3.0320
H29 -0.7889 -0.4423 -4.6035
H30 -0.8529 1.9281 -3.8878
H31 -2.2380 2.6228 -1.9221

HOMO level (alpha / beta)	-0.2283 / -0.3200	hartree
expectation value of S²	6.079
spin multiplicity	5

Löwdin atomic charge list, values in e, 4 entries: number 1, Rh, carries 0.992; number 2, O, carries -0.306; number 3, N, carries 0.049; number 4, N, carries -0.179

***

4.
Here is 2 unconnected molecules or ions with the total composition C2H8N2O in a non-equilibrium geometry from OMol25. Energies are from the ωB97M-V functional and the def2-TZVPD basis.

CARTESIAN COORDINATES (ANGSTROEM)
N1 0.6679 -0.8225 -1.5829
C1 1.5532 0.2027 -1.8483
O1 2.3391 0.1467 -2.7538
H1 0.3418 -1.0732 -0.6494
H2 0.9534 -1.6530 -2.0981
H3 1.3738 1.0642 -1.1919
C2 -0.9520 0.8770 1.5442
N2 -0.9291 -0.5262 1.0363
H4 -1.2422 0.9348 2.5913
H5 -1.6411 1.4701 0.9622
H6 0.0507 1.2696 1.3910
H7 -0.6215 -1.1301 1.7924
H8 -1.8940 -0.7601 0.8070

HOMO level	-0.3563	hartree
SMILES string	NC=O.CN
relative energy (zero: lowest compared OMol25 entry of this formula, charge and spin)	91.0	kJ/mol

Löwdin atomic charge list, values in e, 4 entries: number 1, N, carries 0.091; number 2, C, carries -0.429; number 3, O, carries 0.014; number 4, H, carries 0.043

***

5.
Here is a single C9H9NO molecule in a non-equilibrium geometry from OMol25. Energies are from the ωB97M-V functional and the def2-TZVPD basis.

CARTESIAN COORDINATES (ANGSTROEM)
O1 -2.6942 1.8313 -0.2377
C1 -2.7632 0.6407 -0.0676
N1 -2.8675 -0.4780 0.3006
C2 -1.6850 -1.3826 0.5899
C3 -0.6891 -1.4671 -0.5086
C4 0.6207 -0.5823 -0.2496
C5 0.5928 0.8899 -0.1881
C6 1.7551 1.5464 0.1044
C7 3.0516 0.8623 0.2809
C8 3.0680 -0.4781 0.0768
C9 1.8787 -1.1578 -0.2080
H1 -1.9695 -2.3641 1.1180
H2 -1.2153 -0.9230 1.4692
H3 -0.2937 -2.4783 -0.6355
H4 -1.1337 -1.1647 -1.4203
H5 -0.4558 1.4419 -0.1876
H6 1.7213 2.6268 0.3146
H7 3.9119 1.5517 0.5758
H8 4.0921 -1.0021 0.0374
H9 1.9921 -2.2213 -0.4540

HOMO level	-0.3407	hartree
SMILES string	O=C=NCCc1ccccc1
relative energy (zero: lowest compared OMol25 entry of this formula, charge and spin)	194.5	kJ/mol

Löwdin atomic charge list, values in e, 4 entries: number 1, O, carries 0.103; number 2, C, carries -0.351; number 3, N, carries 0.135; number 4, C, carries -0.180

***

Please write out number 1 again, unchanged.
Here is a gas-phase ion, C3H9N2 (charge +1) in a non-equilibrium geometry from OMol25. Energies are from the ωB97M-V functional and the def2-TZVPD basis.

CARTESIAN COORDINATES (ANGSTROEM)
C1 0.2750 -1.0868 0.0485
C2 -0.9046 -0.2424 0.6457
C3 0.6436 0.3553 -1.8150
N1 1.0676 -0.0678 -0.5361
N2 -0.5420 0.5939 1.7949
H1 0.8770 -1.5897 0.9729
H2 -0.1999 -1.8249 -0.6194
H3 -1.6124 0.1585 0.0049
H4 0.0005 1.3556 -1.8256
H5 1.5775 0.5716 -2.3654
H6 0.1263 -0.4356 -2.4421
H7 -0.3567 -0.1063 2.5546
H8 -1.3141 1.1605 2.1731
H9 0.3622 1.1582 1.4090

HOMO level (alpha / beta)	-0.5113 / -0.5203	hartree
charge	+1
relative energy (zero: lowest compared OMol25 entry of this formula, charge and spin)	508.4	kJ/mol

Löwdin atomic charge list, values in e, 4 entries: number 1, C, carries -0.260; number 2, C, carries -0.013; number 3, C, carries -0.162; number 4, N, carries -0.025